# C32H52AlCaF7I3LiN2O11PS

C32H52AlCaF7I3LiN2O11PS as an isolated structure (ωB97M-V/def2-TZVPD, the OMol25 dataset).

Last column: Löwdin charge in e.
Cartesian coordinates (Å):
C -6.20 2.34 2.29  0.172
C -5.05 1.75 2.09  -0.096
N -3.70 1.16 1.85  0.001
C -3.76 -0.14 1.14  -0.044
C -5.21 -0.74 0.67  -0.144
C -5.99 -1.41 1.95  -0.140
C -5.24 -2.74 2.48  -0.175
F -5.70 -3.09 3.82  -0.130
C -2.46 -0.96 0.83  -0.022
C -2.54 -2.40 0.06  -0.179
C -2.62 -2.05 -1.52  -0.507
C -2.06 -3.22 -2.50  -0.645
I -2.87 -5.19 -1.94  0.832
C -1.04 -0.33 1.27  0.050
C 0.22 -1.23 0.87  -0.219
N 0.39 -1.39 -0.64  0.003
C -1.03 1.08 2.04  -0.063
C 0.39 1.65 2.46  -0.663
I 0.56 2.40 4.51  1.054
C 1.08 2.64 1.33  -0.653
C 2.05 3.76 1.97  -0.253
I 2.37 1.49 -0.07  1.119
C -2.44 1.81 2.28  -0.121
C -2.51 3.25 3.00  -0.195
C -1.66 4.42 2.21  -0.167
C -2.01 4.50 0.64  -0.201
C -0.92 5.29 -0.26  -0.211
C -1.29 6.83 -0.57  -0.184
C -0.64 7.16 -2.04  -0.156
C 0.96 6.79 -2.10  -0.218
O 1.21 5.48 -2.69  -0.205
C 2.57 5.02 -2.38  -0.090
H -7.29 2.73 2.32  0.096
H -5.86 0.07 0.14  0.117
H -5.11 -1.59 -0.10  0.081
H -7.02 -1.76 1.55  0.137
H -6.10 -0.68 2.83  0.112
H -5.46 -3.65 1.79  0.133
H -4.08 -2.65 2.52  0.107
H -3.55 -2.94 0.32  0.089
H -1.71 -3.13 0.36  0.115
H -2.09 -1.04 -1.75  -0.002
H -3.77 -1.87 -1.76  -0.058
H -0.91 -3.26 -2.58  0.079
H -2.44 -2.98 -3.58  0.003
H 1.24 -0.92 1.27  0.077
H 0.02 -2.30 1.28  0.144
H 0.06 -2.33 -0.91  0.047
H -0.10 -0.64 -1.15  0.041
H 1.12 0.74 2.48  0.036
H 0.24 3.04 0.66  0.044
H 2.88 3.21 2.55  0.062
H 2.54 4.32 1.06  0.086
H 1.53 4.57 2.59  0.043
H -3.59 3.71 3.04  0.118
H -2.22 3.19 4.13  0.042
H -2.08 5.41 2.67  0.137
H -0.55 4.42 2.47  0.068
H -2.17 3.47 0.13  0.099
H -3.02 5.07 0.55  0.114
H -0.82 4.70 -1.26  0.120
H 0.13 5.22 0.23  0.111
H -0.68 7.51 0.16  0.127
H -2.42 7.02 -0.53  0.102
H -0.86 8.23 -2.40  0.108
H -1.13 6.41 -2.80  0.113
H 1.52 7.57 -2.78  0.128
H 1.42 6.90 -1.04  0.134
H 3.23 4.90 -3.33  0.093
H 2.48 3.96 -1.92  0.037
H 3.11 5.68 -1.60  0.105
C -1.10 -9.13 -1.68  -0.655
F -1.57 -10.36 -1.34  0.046
F -1.65 -8.84 -2.89  0.112
F -1.68 -8.26 -0.80  0.019
S 0.76 -9.03 -1.68  0.489
O 1.19 -10.01 -2.66  -0.276
O 1.19 -9.36 -0.30  -0.454
O 1.06 -7.66 -2.06  -0.289
Al -0.14 -10.22 0.92  0.959
F -6.90 -3.55 5.66  -0.710
C -0.50 -15.09 2.11  -0.115
C -0.20 -13.95 3.11  -0.518
O -0.49 -12.80 2.50  -0.306
H 0.10 -15.01 1.20  0.063
H -0.28 -16.06 2.57  0.060
H -1.56 -15.10 1.82  0.063
H 0.85 -14.12 3.43  0.092
H -0.75 -14.21 4.03  0.091
F 3.28 5.01 3.97  -0.643
Li -2.47 0.98 4.63  0.739
F 1.56 9.14 -2.32  -0.494
O 5.32 5.17 -2.69  0.078
C 6.09 5.01 -3.61  -0.503
O 6.35 3.77 -4.07  0.002
C 7.10 3.49 -5.27  -0.234
C 8.59 3.47 -4.98  -0.069
C 6.85 6.18 -4.19  0.013
H 6.83 4.18 -6.07  0.113
H 6.79 2.49 -5.60  0.122
H 8.94 4.44 -4.63  0.068
H 9.15 3.20 -5.88  0.080
H 8.81 2.74 -4.19  0.087
H 7.72 6.38 -3.57  0.100
H 6.19 7.05 -4.19  0.098
H 7.16 6.03 -5.22  0.067
Ca -3.59 -0.66 -3.16  0.918
O 4.81 1.28 3.68  -0.082
P 3.94 0.09 3.29  -0.065
O 3.05 -0.31 4.47  -0.199
O 4.84 -1.09 2.91  -0.157
O 3.06 0.47 2.09  -0.605

Summary:
* spin multiplicity: 1
* LUMO: -4.1592 eV
* maximum force: 6.8 eV Å⁻¹
* orbital gap: 0.0310 Ha
* M: 1291.51 g mol⁻¹
* HOMO: -5.00 eV
* net charge: -1

=====

# C18H21N7PbS4Se

C18H21N7PbS4Se as an isolated structure (ωB97M-V/def2-TZVPD, the OMol25 dataset).

Last column: natural (NBO) charge in e.
Cartesian coordinates (Å):
Pb 0.12 -0.75 -0.71  1.090
C -1.39 1.84 3.30  -0.674
C -0.69 1.44 2.03  0.005
S -1.35 0.03 1.31  -0.233
C 0.37 2.22 1.61  -0.389
C 0.74 3.48 2.38  -0.644
S 1.41 1.75 0.35  0.247
H -2.22 1.18 3.53  0.247
H -1.76 2.87 3.23  0.243
H -0.68 1.81 4.14  0.250
H -0.01 4.27 2.28  0.209
H 1.70 3.87 2.05  0.239
H 0.82 3.27 3.45  0.242
C -3.61 -5.15 -1.22  -0.675
C -3.62 -3.80 -1.83  0.365
N -4.44 -3.37 -2.72  -0.210
N -4.04 -2.08 -2.97  -0.350
C -2.99 -1.69 -2.26  0.253
S -2.21 -0.19 -2.31  -0.226
N -2.71 -2.79 -1.52  -0.241
N -1.68 -2.84 -0.57  -0.636
H -4.40 -5.74 -1.67  0.282
H -3.78 -5.10 -0.14  0.246
H -2.65 -5.65 -1.39  0.239
H -4.55 -1.52 -3.64  0.446
H -1.19 -3.72 -0.64  0.402
H -2.08 -2.75 0.36  0.396
Se 0.48 -2.54 2.83  1.012
N 1.07 -2.33 1.14  -0.808
C 2.25 -2.93 1.06  0.207
C 3.08 -3.00 -0.10  -0.282
C 4.26 -3.66 -0.01  -0.126
C 4.71 -4.28 1.20  -0.195
C 3.97 -4.24 2.33  -0.179
C 2.71 -3.56 2.29  0.083
N 1.89 -3.44 3.32  -0.562
H 2.76 -2.54 -1.03  0.218
H 4.90 -3.71 -0.89  0.235
H 5.66 -4.79 1.20  0.242
H 4.29 -4.69 3.26  0.251
S 0.83 2.38 -1.71  0.097
C 0.59 4.10 -1.73  0.096
N 0.89 4.72 -2.89  -0.444
C 0.71 6.04 -3.11  0.093
C 0.21 6.83 -2.11  -0.238
C -0.09 6.23 -0.89  -0.057
C 0.08 4.87 -0.70  -0.252
H 1.28 4.15 -3.64  0.448
H 0.98 6.41 -4.09  0.255
H 0.06 7.88 -2.28  0.269
H -0.49 6.84 -0.08  0.254
H -0.18 4.39 0.23  0.257

Summary:
* spin multiplicity: 1
* LUMO: -6.3613 eV
* maximum force: 0.6 eV Å⁻¹
* orbital gap: 0.2593 Ha
* M: 749.84 g mol⁻¹
* HOMO: -13.42 eV
* net charge: +2

=====

# C3HCoO2

C3HCoO2 as an isolated structure (ωB97M-V/def2-TZVPD, the OMol25 dataset).

Last column: Mulliken spin population.
Cartesian coordinates (Å):
C -2.90 1.11 -0.39  0.580
H -3.83 1.65 -0.36  0.011
C -1.85 0.51 -0.46  1.372
O 0.32 -0.73 -0.24  0.046
C 1.40 -0.71 0.20  0.030
Co 4.30 -0.92 0.90  2.900
O 2.55 -0.89 0.35  0.061

Summary:
* spin multiplicity: 6
* LUMO (alpha / beta): -16.3653 / -18.1232 eV
* maximum force: 5.3 eV Å⁻¹
* orbital gap (alpha / beta): 0.3414 / 0.2402 Ha
* M: 127.97 g mol⁻¹
* HOMO (alpha / beta): -25.65 / -24.66 eV
* net charge: +3

=====

# C8H21BGdI2NOP2

C8H21BGdI2NOP2 as an isolated structure (ωB97M-V/def2-TZVPD, the OMol25 dataset).

Last column: Mulliken spin population.
Cartesian coordinates (Å):
I -1.11 4.75 -2.91  1.251
I -0.11 0.05 -3.83  0.661
Gd 0.08 -0.53 -1.11  5.464
P 2.46 0.52 -0.22  -0.126
C 3.28 1.90 -1.09  -0.012
C 2.92 0.92 1.50  -0.002
H 4.01 0.93 1.57  -0.004
H 4.64 -0.50 -0.25  0.003
H 2.50 0.15 2.16  0.001
H 3.34 -1.73 0.07  -0.001
H 2.82 2.83 -0.76  0.002
H 2.50 1.89 1.76  0.000
C 3.64 -0.86 -0.53  -0.004
H 4.36 1.87 -0.85  -0.002
H 3.59 -1.14 -1.59  -0.001
H 3.08 1.77 -2.16  0.001
P -2.46 -0.54 -0.06  -0.142
C -3.83 0.37 -0.87  -0.011
C -2.99 -2.28 -0.32  -0.006
H -2.20 -0.85 2.31  0.001
H -3.94 -0.77 1.82  -0.005
H -2.94 0.73 1.93  0.000
C -2.94 -0.34 1.69  -0.004
H -2.32 -2.94 0.25  -0.001
H -4.03 -2.36 0.02  0.002
H -4.78 -0.10 -0.57  -0.002
H -3.67 0.32 -1.95  0.001
H -2.90 -2.53 -1.38  -0.001
H -3.77 1.42 -0.55  0.001
C -0.34 1.57 0.11  -0.056
O -0.53 2.54 0.72  0.004
B 0.74 -3.04 3.01  0.000
C 0.59 -2.53 1.57  -0.007
N 0.47 -2.12 0.46  -0.004
H -0.34 -2.86 3.56  0.000
H 1.68 -2.43 3.50  -0.001
H 0.99 -4.21 2.93  0.000

Summary:
* spin multiplicity: 8
* LUMO (alpha / beta): -9.1102 / -12.0351 eV
* maximum force: 6.2 eV Å⁻¹
* orbital gap (alpha / beta): 0.2189 / 0.1116 Ha
* M: 631.08 g mol⁻¹
* HOMO (alpha / beta): -15.07 / -15.07 eV
* net charge: +2